[1]
DFT (the ωB97M-V functional and the def2-TZVPD basis) results for a 2-piece molecular cluster, C3H8O2 overall at a distorted geometry.

Each line ends with the Mulliken charge.
Positions of all 13 atoms, in Å:
C 2.60 0.70 0.51  -0.583
O 1.33 0.72 1.16  -0.510
H 3.36 1.24 1.08  0.317
H 2.81 -0.35 0.32  0.244
H 2.55 1.21 -0.46  0.257
H 1.23 1.47 1.75  0.288
C -2.69 -0.86 -0.28  -0.708
C -1.56 -0.20 -0.49  0.132
O -0.44 -0.68 -1.08  -0.520
H -3.23 -0.55 0.60  0.203
H -3.04 -1.77 -0.76  0.276
H -1.52 0.84 -0.18  0.251
H 0.31 -0.19 -0.73  0.352

The orbital gap comes out at 9.2 eV. Its multiplicity is 1. The structure (SMILES) is C=CO.CO. For the electronic energy, the calculation gives -7333.7973 eV. The largest force on an atom is 1.122 eV Å⁻¹.


[2]
DFT (the ωB97M-V functional and the def2-TZVPD basis) results for C29H42N5O5S2Tl as an isolated structure at a distorted geometry.

Each line ends with the Mulliken charge.
Positions of all 84 atoms, in Å:
Tl 0.26 -0.20 0.52  1.087
C 3.12 0.18 3.91  -2.236
C 1.62 0.17 3.87  0.853
C 0.90 1.37 3.93  2.167
C 1.63 2.67 3.85  -3.087
C -0.49 1.35 4.06  0.550
C -1.25 2.62 4.27  -2.306
C -1.18 0.12 4.02  2.280
C -2.67 0.10 4.06  -2.952
C -0.46 -1.09 3.94  0.272
C -1.19 -2.39 4.01  -2.115
C 0.94 -1.06 3.82  1.737
C 1.69 -2.33 3.61  -2.755
H 3.53 0.20 2.89  0.271
H 3.51 -0.69 4.42  0.485
H 3.49 1.06 4.43  0.533
H 1.90 3.02 4.86  0.415
H 1.01 3.44 3.40  0.511
H 2.54 2.58 3.27  0.462
H -1.57 3.03 3.31  0.347
H -0.64 3.37 4.76  0.503
H -2.14 2.46 4.88  0.482
H -3.02 0.15 5.09  0.420
H -3.06 -0.80 3.61  0.438
H -3.08 0.95 3.53  0.501
H -1.55 -2.66 3.01  0.245
H -2.04 -2.34 4.68  0.522
H -0.53 -3.18 4.36  0.464
H 1.89 -2.82 4.57  0.448
H 2.64 -2.14 3.12  0.151
H 1.13 -3.02 2.99  0.509
C -4.62 -3.06 -1.31  -0.990
N -4.05 -2.05 -0.45  0.172
C -4.96 -1.38 0.46  -1.128
C -2.76 -1.73 -0.44  0.857
O -2.30 -0.89 0.34  -0.669
C -1.82 -2.44 -1.42  -1.110
O -0.71 -1.62 -1.72  -0.216
C -0.70 -1.07 -3.02  -1.083
C -0.24 0.39 -2.97  0.428
O 0.24 0.85 -1.93  -0.660
N -0.37 1.12 -4.08  0.341
C -0.88 0.64 -5.35  -1.090
C -0.05 2.53 -4.04  -1.046
H -5.66 -3.21 -1.02  0.380
H -4.62 -2.75 -2.36  0.304
H -4.09 -4.01 -1.22  0.375
H -5.76 -0.91 -0.10  0.405
H -5.38 -2.11 1.16  0.393
H -4.40 -0.63 1.01  0.276
H -1.43 -3.33 -0.92  0.363
H -2.34 -2.74 -2.34  0.467
H 0.02 -1.64 -3.64  0.300
H -1.69 -1.11 -3.48  0.876
H -0.70 -0.42 -5.48  0.391
H -1.95 0.85 -5.44  0.313
H -0.37 1.17 -6.15  0.373
H 0.14 2.82 -3.01  0.258
H 0.84 2.74 -4.64  0.279
H -0.89 3.11 -4.43  0.426
N 7.98 -3.55 1.22  -0.335
C 6.75 -3.39 0.71  1.257
C 6.57 -2.94 -0.62  -0.806
C 5.32 -2.65 -1.09  -0.657
C 4.20 -2.82 -0.27  -0.353
C 4.35 -3.32 1.02  -0.577
C 5.60 -3.63 1.50  -0.772
S 2.62 -2.23 -0.81  1.820
O 2.36 -2.50 -2.20  -0.766
O 1.61 -2.56 0.16  -0.574
N 2.94 -0.62 -0.61  -0.311
C 3.15 0.18 -1.58  0.744
S 2.92 -0.33 -3.38  -0.024
C 3.30 1.26 -3.79  -0.276
C 3.58 2.05 -2.66  -0.396
N 3.50 1.44 -1.50  -0.610
H 8.79 -3.34 0.68  0.248
H 8.11 -3.83 2.18  0.249
H 7.44 -2.82 -1.25  0.372
H 5.18 -2.30 -2.10  0.537
H 3.47 -3.48 1.62  0.627
H 5.72 -4.04 2.49  0.394
H 3.35 1.59 -4.81  0.532
H 3.85 3.09 -2.69  0.491

The orbital gap (spin up / spin down) comes out at 4.3 / 2.5 eV. Its multiplicity is 1. For the electronic energy, the calculation gives -74791.7877 eV. The largest force on an atom is 2.567 eV Å⁻¹. The total charge is +2.


[3]
DFT (the ωB97M-V functional and the def2-TZVPD basis) results for a 2-piece molecular cluster, C3H9NO2 overall at a distorted geometry.

Each line ends with the Mulliken charge.
Positions of all 15 atoms, in Å:
C 0.26 -2.23 1.57  -0.779
C -0.74 -1.54 2.15  0.167
O -1.23 -0.43 1.58  -0.498
H 1.05 -2.67 2.21  0.207
H 0.41 -2.37 0.39  0.145
H -1.07 -1.89 3.10  0.367
H -0.57 -0.26 0.81  0.485
N -0.29 2.14 -2.18  -0.653
C 0.60 1.65 -1.12  -0.293
O 0.20 0.37 -0.57  -0.608
H -0.09 1.59 -3.11  0.240
H -1.28 1.76 -1.98  0.289
H 1.64 1.86 -1.41  0.348
H 0.43 2.32 -0.32  0.306
H 0.68 -0.32 -1.11  0.277

The orbital gap comes out at 8.8 eV. Its multiplicity is 1. The structure (SMILES) is C=CO.NCO. For the electronic energy, the calculation gives -8839.5634 eV. The largest force on an atom is 3.569 eV Å⁻¹.


[4]
DFT (the ωB97M-V functional and the def2-TZVPD basis) results for C48H57N3OP2TeZn as an isolated structure at a distorted geometry.

Each line ends with the Mulliken charge.
Positions of all 113 atoms, in Å:
Zn 0.00 1.11 -0.42  1.319
C 2.39 1.01 -2.82  -1.550
P 2.46 0.29 -1.10  2.184
C 3.42 -1.22 -1.35  0.453
C 3.30 -2.25 -0.42  -0.424
C 4.08 -3.39 -0.56  -1.053
C 4.89 -3.59 -1.67  -0.507
C 4.97 -2.54 -2.62  -0.894
C 4.22 -1.40 -2.45  -0.665
C 3.54 1.48 -0.25  0.521
C 3.47 2.85 -0.48  -0.497
C 4.23 3.70 0.32  -0.777
C 4.97 3.18 1.36  -0.658
C 5.03 1.82 1.64  -0.954
C 4.29 0.98 0.80  -0.770
C 1.43 2.18 -2.86  -0.805
C 1.23 3.17 -3.81  -1.252
C 0.28 4.08 -3.25  -1.514
C 0.04 3.62 -1.94  -0.304
C -0.73 4.23 -0.82  -1.150
P -1.95 2.97 -0.28  1.104
C -2.90 3.77 1.04  0.791
C -2.64 5.11 1.43  -0.495
C -3.31 5.69 2.45  -0.831
C -4.45 5.08 2.97  -0.651
C -4.81 3.82 2.54  -0.846
C -4.04 3.16 1.63  -0.741
C -2.98 2.87 -1.76  0.723
C -4.16 3.60 -1.94  -0.995
C -4.80 3.66 -3.17  -0.551
C -4.23 2.99 -4.25  -0.958
C -3.09 2.25 -4.06  -0.675
C -2.44 2.17 -2.82  0.157
N 0.67 2.43 -1.74  1.493
H 2.14 0.15 -3.50  0.661
H 3.40 1.40 -3.02  0.743
H 2.69 -2.10 0.43  0.736
H 4.01 -4.21 0.16  0.395
H 5.54 -4.44 -1.74  0.478
H 5.54 -2.81 -3.53  0.384
H 4.25 -0.63 -3.19  0.498
H 2.90 3.21 -1.34  0.372
H 4.33 4.79 0.11  0.414
H 5.40 3.91 1.99  0.433
H 5.56 1.47 2.49  0.548
H 4.32 -0.08 0.98  0.437
H 1.70 3.23 -4.75  0.749
H -0.03 5.04 -3.67  0.503
H -1.19 5.14 -1.12  0.874
H -0.03 4.49 0.02  0.404
H -1.81 5.60 0.98  0.475
H -3.02 6.65 2.85  0.457
H -5.06 5.51 3.71  0.471
H -5.71 3.36 2.88  0.486
H -4.39 2.18 1.38  0.447
H -4.55 4.23 -1.14  0.322
H -5.66 4.32 -3.20  0.481
H -4.59 3.17 -5.28  0.374
H -2.68 1.71 -4.91  0.457
H -1.67 1.48 -2.66  -0.365
C -3.32 -0.57 -1.14  -0.989
Te -1.26 -1.24 -1.00  0.090
C -0.87 -1.10 -3.14  -1.040
H -3.38 0.40 -1.58  0.159
H -3.71 -0.49 -0.15  0.395
H -3.84 -1.30 -1.75  0.498
H -0.42 -0.11 -3.34  0.076
H -1.83 -1.15 -3.64  0.537
H -0.29 -1.95 -3.46  0.368
C -1.81 -8.83 -0.39  -1.444
C -1.16 -7.53 0.00  0.463
C -0.41 -6.81 -0.94  -0.794
C 0.19 -5.64 -0.60  0.817
C 1.11 -5.00 -1.60  -1.107
C -0.05 -5.10 0.69  0.262
C 0.51 -3.79 0.96  1.060
O 0.51 -3.15 2.00  -0.721
C -0.88 -5.77 1.65  0.482
C -1.04 -5.35 3.08  -1.431
C -1.37 -7.00 1.24  -0.678
H -2.84 -8.88 -0.01  0.389
H -1.28 -9.74 -0.11  0.292
H -1.97 -8.85 -1.46  0.403
H -0.25 -7.32 -1.93  0.306
H 1.30 -5.72 -2.39  0.509
H 2.06 -4.68 -1.18  0.007
H 0.66 -4.15 -2.10  0.179
H 0.94 -3.32 0.08  -0.254
H -0.13 -5.56 3.60  0.310
H -1.86 -5.90 3.55  0.449
H -1.30 -4.29 3.17  0.222
H -1.95 -7.58 1.99  0.359
C -1.06 0.86 3.90  -0.950
C -1.14 0.71 2.36  -0.094
N 0.16 1.10 1.73  1.912
C 1.20 0.10 2.15  1.367
C 1.20 -0.10 3.67  -1.315
N 0.38 1.00 4.24  0.032
C 0.88 2.33 3.72  -1.062
C 0.58 2.45 2.25  0.028
H -1.38 -0.10 4.35  0.350
H -1.59 1.71 4.33  0.358
H -1.98 1.23 1.90  -0.402
H -1.37 -0.30 2.13  0.648
H 1.01 -0.84 1.66  -0.480
H 2.18 0.50 1.86  -0.824
H 2.16 -0.08 4.15  0.495
H 0.76 -1.05 3.94  0.241
H 0.52 1.04 5.25  0.318
H 1.95 2.24 3.95  0.369
H 0.50 3.11 4.37  0.404
H 1.44 2.78 1.66  -0.096
H -0.23 3.11 2.09  0.068

The orbital gap comes out at 6.8 eV. Its multiplicity is 1. For the electronic energy, the calculation gives -131494.2633 eV. The largest force on an atom is 2.445 eV Å⁻¹. The total charge is +2.


[5]
DFT (the ωB97M-V functional and the def2-TZVPD basis) results for a 4-piece molecular cluster, C38H59Cl2F3N7O8S4 overall at a distorted geometry.

Each line ends with the Mulliken charge.
Positions of all 121 atoms, in Å:
C 3.94 2.78 3.01  -1.013
C 2.58 2.78 3.78  -0.494
C 1.28 2.11 3.22  -0.483
Cl 1.11 0.52 4.15  -0.108
C 0.97 2.06 1.67  1.674
C 1.76 0.90 0.98  0.542
F 2.47 1.29 -0.15  -0.222
F 1.05 -0.21 0.61  -0.262
F 2.80 0.37 1.74  -0.323
C 1.43 3.52 1.17  -2.064
N 0.60 4.26 0.22  -0.101
S 1.12 5.87 0.18  -0.128
C -0.22 3.65 -0.79  1.077
C 0.70 3.38 -2.05  -1.252
C 0.09 3.27 -3.49  -0.129
C 1.35 3.10 -4.49  -0.749
S 0.95 1.78 -5.74  -0.129
C 2.10 0.35 -5.40  0.222
S 3.52 0.37 -6.19  -0.111
N 1.58 -0.65 -4.48  0.818
C 2.56 -1.47 -3.76  -0.530
C 3.47 -2.50 -4.29  0.469
C 4.40 -3.30 -3.43  -1.148
C 4.36 -3.06 -1.99  -0.399
C 3.46 -2.05 -1.40  -0.671
C 2.59 -1.28 -2.29  0.294
C 0.46 -1.41 -5.03  0.149
C -0.89 -0.84 -4.84  0.046
C -2.09 -1.53 -5.30  -0.673
C -2.00 -2.83 -5.97  -0.559
C -0.67 -3.38 -6.17  -0.632
C 0.54 -2.70 -5.71  -0.322
S -1.49 4.93 -1.34  1.618
C -2.82 4.31 -2.48  -0.989
O -2.07 5.68 -0.20  -0.719
O -0.88 5.98 -2.19  -0.717
C -0.89 2.34 -0.08  -0.217
O -2.27 2.80 0.01  -0.658
C -0.89 1.19 -1.13  -1.040
O -1.54 -0.05 -0.71  -0.219
N -2.36 -0.50 -1.74  0.248
O -3.41 -0.81 -1.31  -0.366
N -0.53 2.08 1.34  0.641
C -1.30 1.04 2.12  -0.760
C -2.81 0.72 1.95  -0.711
C -3.73 1.79 2.72  -0.502
Cl -5.11 0.94 3.51  -0.162
H 3.93 2.54 1.93  0.182
H 4.69 2.09 3.49  0.303
H 4.40 3.81 3.10  0.303
H 2.32 3.87 3.99  0.381
H 2.77 2.37 4.81  0.508
H 0.42 2.71 3.64  0.377
H 2.50 3.51 0.80  -0.118
H 1.47 4.24 2.04  0.882
H 0.52 6.51 1.26  0.191
H 1.37 2.48 -1.97  -0.343
H 1.42 4.24 -2.11  0.737
H -0.45 4.16 -3.88  0.277
H -0.55 2.37 -3.71  0.159
H 2.29 2.87 -3.93  0.362
H 1.51 4.07 -5.01  0.462
H 3.49 -2.68 -5.39  0.382
H 5.10 -4.06 -3.85  0.337
H 5.00 -3.64 -1.28  0.357
H 3.40 -1.86 -0.30  0.350
H 1.90 -0.54 -1.84  0.033
H -0.96 0.14 -4.31  0.268
H -3.09 -1.06 -5.13  0.365
H -2.90 -3.39 -6.30  0.371
H -0.56 -4.37 -6.65  0.356
H 1.52 -3.19 -5.88  0.195
H -3.77 4.79 -2.10  0.439
H -2.64 4.61 -3.54  0.341
H -2.91 3.19 -2.46  0.177
H -2.85 2.20 -0.48  0.671
H 0.13 0.83 -1.47  -0.787
H -1.51 1.54 -2.00  1.093
H -0.82 2.95 1.82  0.940
H -0.78 0.05 2.22  0.357
H -1.30 1.40 3.20  0.571
H -3.03 -0.26 2.46  0.658
H -3.24 0.65 0.93  0.030
H -4.10 2.51 1.94  0.269
H -3.16 2.41 3.46  0.277
C -5.86 -1.36 8.19  0.097
O -6.06 -1.69 9.34  -0.574
N -5.27 -2.13 7.25  0.184
C -5.06 -1.66 5.90  -0.699
C -4.83 -3.47 7.60  -0.977
H -6.15 -0.36 7.82  0.254
H -5.59 -2.32 5.20  0.267
H -3.99 -1.67 5.67  0.346
H -5.44 -0.64 5.78  0.121
H -5.68 -4.05 7.95  0.295
H -4.10 -3.40 8.41  0.333
H -4.38 -3.96 6.75  0.303
C -4.92 -5.50 4.72  0.465
O -5.12 -5.82 5.88  -0.601
N -4.34 -6.29 3.78  0.081
C -4.13 -5.84 2.42  -0.932
C -3.90 -7.62 4.16  -0.941
H -5.22 -4.51 4.33  0.018
H -4.66 -6.51 1.74  0.344
H -3.06 -5.86 2.19  0.343
H -4.51 -4.83 2.29  0.298
H -4.76 -8.19 4.52  0.299
H -3.17 -7.55 4.97  0.293
H -3.45 -8.13 3.31  0.387
C 6.28 -0.67 -3.82  0.736
O 6.58 -1.61 -4.52  -0.626
N 7.13 0.07 -3.07  0.103
C 6.68 1.18 -2.26  -0.807
C 8.55 -0.26 -3.08  -0.990
H 5.23 -0.34 -3.74  -0.208
H 7.18 2.09 -2.59  0.395
H 6.93 0.99 -1.21  0.338
H 5.60 1.31 -2.35  0.115
H 8.92 -0.19 -4.10  0.300
H 8.68 -1.29 -2.73  0.300
H 9.10 0.41 -2.44  0.391

The orbital gap comes out at 6.5 eV. Its multiplicity is 1. For the electronic energy, the calculation gives -143693.3161 eV. The largest force on an atom is 6.496 eV Å⁻¹. The total charge is +1.


[6]
DFT (the ωB97M-V functional and the def2-TZVPD basis) results for one molecule with the formula C5H8O.

Each line ends with the Mulliken charge.
Positions of all 14 atoms, in Å:
C -0.18 1.96 -0.32  -0.920
C -0.06 -1.05 0.47  0.714
C 0.17 -1.85 -0.77  -1.188
O -1.09 -1.53 1.23  -0.508
C 0.64 0.02 0.79  -0.290
C 0.83 1.31 0.61  -0.322
H -1.19 1.69 0.00  0.272
H -0.03 1.54 -1.33  0.238
H -0.13 3.05 -0.40  0.321
H 0.46 -2.88 -0.55  0.336
H 0.94 -1.38 -1.39  0.304
H -0.77 -1.88 -1.33  0.312
H -1.25 -0.89 1.94  0.345
H 1.66 1.87 1.04  0.386

The orbital gap comes out at 9.4 eV. Its multiplicity is 1. The structure (SMILES) is CC=C=C(C)O. For the electronic energy, the calculation gives -7360.1174 eV. The largest force on an atom is 0.350 eV Å⁻¹.


What is the electronic energy in the second record? -74791.7877 eV


Which value of multiplicity does entry 5 give? 1


Which formula does entry 5 have? C38H59Cl2F3N7O8S4